The following is a quantum chemistry calculation of one molecule with the formula C4H6F3N, from the OMol25 dataset.

```
14
Properties=species:S:1:pos:R:3:forces:R:3
C -0.886349 -0.469669 -0.701408 0.864 4.048 -0.427
C -1.290318 -0.007296 0.705253 2.908 -1.852 -1.391
C 0.591305 -0.163818 -0.462287 0.099 -2.277 4.428
C 0.135332 0.005062 1.203600 2.301 0.028 -3.413
N 1.378022 0.922752 -0.833474 0.115 -0.191 -1.277
F 1.172545 -1.463785 -0.577836 1.033 0.848 -0.343
F 0.552858 -0.980007 1.995716 -0.280 -0.458 0.462
F 0.675783 1.158871 1.669492 -0.836 -0.033 0.509
H -1.027742 -1.463736 -0.922593 -0.140 -2.249 -0.094
H -1.219605 0.083455 -1.547478 -0.979 0.676 -0.598
H -1.682605 0.896208 0.797078 -1.930 4.025 0.100
H -1.875317 -0.710570 1.111913 -2.241 -2.388 2.091
H 2.405934 0.795664 -0.762748 -1.340 0.045 -0.008
H 1.070158 1.396868 -1.675228 0.425 -0.222 -0.040
```
Forces are in eV/Å.

SMILES = N[C@]1(F)CCC1(F)F
Kohn-Sham gap = 10.2725 eV
M = 125.09 g mol⁻¹
HOMO energy = -9.271 eV
Relative energy (zero: lowest compared OMol25 entry of this formula, charge and spin) = 81.3 kJ/mol
Max |F| = 0.097 hartree/bohr

The following is a quantum chemistry calculation of a 2-piece molecular cluster, C4H6F3N4 overall, from the OMol25 dataset.

```
17
Properties=species:S:1:pos:R:3:forces:R:3
C -1.058970 -0.539855 0.368701 -1.191 -1.238 0.492
C 0.311103 -0.705739 0.235059 1.747 -0.059 0.003
C 1.011738 2.287414 0.493902 -0.867 -0.203 2.482
C -1.879555 0.354863 -0.198638 -0.601 1.225 -1.068
N 0.589772 1.928083 1.513334 0.437 0.741 -1.108
N 1.131006 0.036900 -0.498145 -0.961 -1.790 0.900
N -3.215151 0.320274 -0.110190 1.129 -0.268 0.414
N 2.557987 -0.175058 -0.235195 -0.998 2.013 -1.644
F 0.786336 -1.740766 1.008942 0.083 1.288 -0.947
F 1.570494 2.697585 -0.547262 0.295 0.439 -0.886
F -1.406253 1.357266 -0.942698 -0.590 -0.539 0.391
H -1.732455 -1.250353 0.864029 1.334 -0.332 0.207
H -3.749337 0.907856 -0.663142 -0.825 1.622 -1.244
H -3.785203 -0.363689 0.346433 0.534 -0.540 0.423
H 2.762062 -0.746848 0.580197 0.501 0.013 0.164
H 2.938166 0.804038 -0.295169 -0.158 -0.907 1.481
H 2.965151 -0.458002 -1.120231 0.131 -1.466 -0.060
```
Forces are in eV/Å.

Kohn-Sham gap = 9.3844 eV
M = 167.11 g mol⁻¹
HOMO energy = -13.032 eV
Total charge = +1
Relative energy (zero: lowest compared OMol25 entry of this formula, charge and spin) = 442.4 kJ/mol
Max |F| = 0.054 hartree/bohr

The following is a quantum chemistry calculation of C4H6F4N2V as an isolated structure, from the OMol25 dataset.

```
17
Properties=species:S:1:pos:R:3:forces:R:3
V 0.606731 1.317718 -0.693166 2.290 5.720 0.961
F 1.355391 3.043358 -1.773126 -0.985 -2.649 0.376
F 2.503781 0.440428 -0.423926 -2.512 0.448 -0.265
F 1.085221 2.794848 0.814064 -0.827 -2.164 -0.948
F -1.352049 1.911488 -1.004906 2.090 -1.312 0.292
C -1.878699 -1.914902 -2.668706 0.018 -1.206 -0.070
C -0.754739 -1.050752 -2.303576 1.864 2.507 1.004
N 0.148161 -0.356282 -2.009446 -3.267 -2.387 -1.108
H -2.800959 -1.984872 -2.091966 0.329 1.237 0.716
H -1.519379 -2.929212 -2.495056 0.263 -0.235 -0.604
H -2.244459 -1.798232 -3.688856 0.609 0.117 -0.107
C 1.082011 0.085248 3.499644 -1.693 -0.481 -0.509
C 0.390201 0.158268 2.172954 -1.350 0.791 -4.583
N -0.135539 0.191268 1.095314 2.695 -0.447 5.419
H 1.247601 -0.983162 3.638164 0.553 0.104 0.186
H 0.322051 0.353878 4.233404 -0.041 0.092 0.103
H 1.944681 0.720918 3.699184 -0.035 -0.134 -0.862
```
Forces are in eV/Å.

Kohn-Sham gap (alpha / beta) = 7.7201 / 7.7131 eV
M = 209.04 g mol⁻¹
HOMO energy (alpha / beta) = -5.125 / -5.119 eV
2S+1 = 3
Total charge = -1
Relative energy (zero: lowest compared OMol25 entry of this formula, charge and spin) = 277.7 kJ/mol
Max |F| = 0.121 hartree/bohr

The following is a quantum chemistry calculation of a 2-piece molecular cluster, C4H6F6N2 overall, from the OMol25 dataset.

```
18
Properties=species:S:1:pos:R:3:forces:R:3
C 0.835678 0.739131 -0.427522 -1.211 1.378 1.102
C -0.996992 -0.659892 0.550434 0.469 2.842 0.740
C 1.916560 -0.180282 -0.124630 1.564 -2.458 -0.056
C -2.191716 -0.037062 -0.132733 -0.126 1.173 -1.303
N 1.000699 2.058038 0.091476 -0.439 1.074 -0.880
N -0.805737 -1.994696 0.390534 -0.122 0.007 2.532
F 3.178828 0.233973 -0.441007 -0.572 0.158 -0.629
F 1.728946 -1.406962 -0.812883 0.223 1.817 1.025
F 2.087703 -0.483507 1.198962 -0.925 -0.014 -0.473
F -2.242843 1.313934 0.116446 0.285 -1.014 -0.039
F -3.367106 -0.535001 0.212920 -0.645 -0.481 1.305
F -2.260595 -0.171215 -1.496205 1.218 0.066 0.206
H 0.401164 0.705134 -1.417796 0.233 -0.214 0.021
H -0.925277 -0.216649 1.582272 0.045 -0.754 -1.112
H 1.813051 2.420498 0.608156 -0.459 -1.211 -0.307
H 0.651941 2.847624 -0.497612 0.211 -1.473 0.674
H -0.225755 -2.415748 1.129526 -0.326 0.190 -1.067
H -0.598554 -2.217326 -0.530342 0.576 -1.087 -1.738
```
Forces are in eV/Å.

Kohn-Sham gap (alpha / beta) = 8.2705 / 7.9878 eV
M = 196.09 g mol⁻¹
HOMO energy (alpha / beta) = -7.860 / -7.737 eV
Relative energy (zero: lowest compared OMol25 entry of this formula, charge and spin) = 186.9 kJ/mol
Max |F| = 0.058 hartree/bohr

The following is a quantum chemistry calculation of one molecule with the formula C4H6FN, from the OMol25 dataset.

```
12
Properties=species:S:1:pos:R:3:forces:R:3
C -0.565043 -0.106114 0.871076 2.657 1.210 -0.776
C -1.684916 -0.716689 0.735241 -2.604 -1.097 0.285
C 0.727563 -0.232885 0.123027 0.621 -0.123 -0.171
C 1.237706 0.858249 -0.788260 0.424 -0.101 0.453
H -2.507011 -0.436318 1.448127 0.751 -0.585 -1.065
H -1.759458 -1.503597 -0.016213 -0.310 0.258 0.334
H 1.454825 -0.864183 0.670135 -0.281 0.561 -0.465
H 0.673133 1.737583 -0.997936 -0.748 0.445 0.288
H 2.303371 1.098443 -0.878119 -0.267 -0.634 0.151
H -0.212170 -0.278223 -1.627061 0.337 0.080 -0.372
N 0.764356 -0.387944 -1.347789 -0.580 -0.740 0.349
F -0.432357 0.831678 1.807771 0.000 0.725 0.988
```
Forces are in eV/Å.

SMILES = C=C(F)[C@@H]1CN1
Kohn-Sham gap = 10.9498 eV
M = 87.10 g mol⁻¹
HOMO energy = -9.841 eV
Relative energy (zero: lowest compared OMol25 entry of this formula, charge and spin) = 151.3 kJ/mol
Max |F| = 0.059 hartree/bohr

The following is a quantum chemistry calculation of one molecule with the formula C4H6FN, from the OMol25 dataset.

```
12
Properties=species:S:1:pos:R:3:forces:R:3
C -1.614353 -0.941363 1.276301 -1.298 0.310 -0.027
C -0.522341 -0.067140 0.731852 -1.162 3.889 -0.428
C -0.404328 0.038792 -0.878212 1.406 1.580 1.482
C 0.790539 0.832452 -1.372338 1.900 0.904 0.185
H -1.441030 -0.823903 2.373928 -0.535 -0.725 -0.763
H -2.707598 -0.661593 1.022595 1.938 -0.179 0.308
H -1.407209 -1.947472 0.897439 -0.288 -0.091 0.480
H -0.695568 1.027062 1.219713 1.079 -2.395 -1.063
H -0.091374 -0.968980 -0.926140 -0.249 -1.434 -1.663
H -1.230357 0.448051 -1.488089 -0.109 -0.987 0.770
N 1.754136 1.407115 -1.725118 -2.799 -1.543 0.868
F 0.644120 -0.677713 1.158973 0.116 0.671 -0.148
```
Forces are in eV/Å.

SMILES = C[C@@H](F)CC#N
Kohn-Sham gap = 12.0921 eV
M = 87.10 g mol⁻¹
HOMO energy = -11.326 eV
Relative energy (zero: lowest compared OMol25 entry of this formula, charge and spin) = 77.3 kJ/mol
Max |F| = 0.079 hartree/bohr

The following is a quantum chemistry calculation of C4H6FNdO4 as an isolated structure, from the OMol25 dataset.

```
16
Properties=species:S:1:pos:R:3:forces:R:3
O 0.654985 -1.588418 -1.004475 -0.603 1.040 -0.545
C 1.190263 -1.960298 0.013124 0.573 0.297 0.602
C 0.538644 -1.905483 1.371853 0.478 -0.343 -0.019
O -0.863937 -2.106650 1.333875 -0.158 -0.027 -0.027
C -1.685952 -1.093957 1.278266 -1.015 -1.444 1.594
O -2.705485 -1.289113 2.044227 0.766 -0.101 -0.361
O -1.524933 -0.079337 0.599708 0.825 2.057 -2.120
C -3.652491 -0.220680 2.208468 -0.713 0.515 -0.064
H 0.802032 -0.949446 1.852077 0.014 -0.185 -0.073
F -1.658970 0.987761 -3.446698 1.319 -0.031 3.399
H 2.252968 -2.272481 0.031102 -0.262 -0.123 -0.227
H 0.940664 -2.713004 1.995290 -0.126 0.183 -0.077
H -4.338104 -0.561211 2.986613 0.166 0.091 -0.228
H -3.134890 0.693210 2.518560 -0.113 -0.252 -0.006
H -4.185646 -0.061602 1.264792 0.021 -0.042 0.266
Nd -0.859069 0.990847 -1.493001 -1.172 -1.635 -2.112
```
Forces are in eV/Å.

Kohn-Sham gap (alpha / beta) = 7.9179 / 8.8107 eV
M = 281.33 g mol⁻¹
HOMO energy (alpha / beta) = -18.526 / -18.531 eV
2S+1 = 4
Total charge = +2
Max |F| = 0.071 hartree/bohr

The following is a quantum chemistry calculation of a 2-piece molecular cluster, C4H6FO3 overall, from the OMol25 dataset.

```
14
Properties=species:S:1:pos:R:3:forces:R:3
F 1.608214 -0.881929 3.376071 -0.116 0.051 -0.391
C -0.514786 -1.311929 -0.992929 -0.701 -1.761 1.834
C -0.229786 -0.350929 0.206071 0.031 -0.267 -3.825
C 0.962214 0.481071 -0.059929 4.506 1.861 2.261
O 0.468214 1.862071 -0.269929 -1.533 -1.643 -0.559
C -0.874786 1.786071 0.016071 -1.226 3.719 0.784
O -1.644786 2.757071 0.119071 2.369 -2.388 -0.811
O -1.260786 0.565071 0.308071 -1.638 0.738 0.015
H -1.489786 -1.915929 -0.715929 1.966 1.065 -0.891
H 0.359214 -2.000929 -1.087929 -0.767 0.147 0.379
H -0.571786 -0.864929 -1.975929 -0.417 0.645 -0.006
H -0.186786 -0.819929 1.096071 0.503 -2.034 2.967
H 1.608214 0.026071 -0.837929 -0.685 0.965 -0.336
H 1.767214 0.669071 0.819071 -2.291 -1.097 -1.419
```
Forces are in eV/Å.

Kohn-Sham gap = 6.9942 eV
M = 121.09 g mol⁻¹
HOMO energy = -3.705 eV
Total charge = -1
Relative energy (zero: lowest compared OMol25 entry of this formula, charge and spin) = 2.9 kJ/mol
Max |F| = 0.105 hartree/bohr